The following is a DFT calculation (ωB97M-V/def2-TZVPD) of a structure of composition C35H52O2P4Tm at a distorted geometry.

As for the expectation value of S²: 2.00. For the HOMO-LUMO gap (alpha / beta), the calculation gives 0.16405 / 0.16541 Eh. The value obtained for the total energy is -3965.13580 a.u. The HOMO energy (alpha / beta) comes out at -0.5249 / -0.5249 Eh. The calculation puts the maximum force at 3.057 eV/A. The spin multiplicity is 3. Its net charge is +3.

The geometry in XYZ format:
```
94
C35H52O2P4Tm | OMol25 | ωB97M-V/def2-TZVPD
Tm -0.10 -0.07 -0.10
P -2.73 -0.15 -0.76
P -0.90 1.04 2.30
P 0.69 -1.75 -2.08
H 0.45 -1.62 2.47
C 0.97 -1.68 1.50
C 1.97 -0.80 1.12
H 2.24 0.08 1.71
C -3.54 -1.56 0.08
C -3.90 1.15 -0.29
C -3.16 -0.50 -2.49
C 0.44 1.21 3.53
C -1.47 2.78 2.19
C -2.23 0.22 3.26
C 2.38 -2.45 -2.02
C 0.59 -1.15 -3.80
C -0.28 -3.29 -2.16
H 0.81 -2.66 1.02
H 2.75 -1.07 0.40
H -4.59 -1.65 -0.24
H -3.47 -1.51 1.17
H -2.95 -2.42 -0.24
H -4.88 0.88 -0.73
H -3.55 2.11 -0.69
H -3.98 1.24 0.79
H -4.26 -0.48 -2.59
H -2.77 -1.47 -2.82
H -2.71 0.26 -3.14
H -0.01 1.47 4.49
H 1.15 1.99 3.23
H 0.98 0.26 3.62
H -1.88 3.08 3.16
H -2.24 2.87 1.41
H -0.62 3.43 1.93
H -2.38 0.78 4.19
H -1.92 -0.80 3.50
H -3.17 0.18 2.69
H 2.43 -3.31 -2.70
H 2.61 -2.78 -1.00
H 3.13 -1.71 -2.32
H 0.86 -1.96 -4.49
H 1.28 -0.31 -3.93
H -0.44 -0.82 -4.01
H 0.15 -3.97 -2.91
H -1.33 -3.11 -2.39
H -0.23 -3.77 -1.18
C -2.42 -5.75 -0.54
C -3.50 -6.49 -0.03
C -3.25 -7.77 0.44
C -1.95 -8.28 0.44
C -0.90 -7.55 -0.15
C -1.15 -6.30 -0.72
O -2.52 -4.39 -0.76
H -3.29 -4.02 -0.25
H -4.50 -6.04 0.03
H -4.08 -8.37 0.82
H -1.73 -9.26 0.90
H 0.12 -7.95 -0.17
H -0.34 -5.74 -1.21
O 0.90 1.64 -0.68
P 1.97 2.77 -0.86
C 2.58 3.22 0.75
C 1.88 4.19 1.49
C 2.31 4.53 2.78
C 3.43 3.91 3.33
C 4.14 2.95 2.59
C 3.72 2.62 1.30
C 3.21 2.15 -2.00
C 3.50 2.84 -3.19
C 4.50 2.36 -4.06
C 5.18 1.18 -3.76
C 4.87 0.47 -2.59
C 3.89 0.95 -1.71
C 1.25 4.26 -1.54
C -0.07 4.32 -2.03
C -0.54 5.54 -2.53
C 0.28 6.67 -2.55
C 1.59 6.60 -2.08
C 2.08 5.40 -1.57
H 1.03 4.72 1.04
H 1.77 5.30 3.35
H 3.76 4.18 4.34
H 5.02 2.47 3.02
H 4.30 1.91 0.70
H 2.96 3.76 -3.43
H 4.75 2.94 -4.95
H 5.95 0.80 -4.42
H 5.40 -0.44 -2.34
H 3.66 0.40 -0.79
H -0.69 3.42 -2.03
H -1.56 5.59 -2.91
H -0.11 7.61 -2.96
H 2.25 7.47 -2.11
H 3.11 5.34 -1.21
```

Here are the Löwdin charges for atoms 1 to 4, given in e: atom 1 (Tm): 0.952, atom 2 (P): 0.709, atom 3 (P): 0.728, atom 4 (P): 0.728